Molecular formula: C40H46N8O2RuSe
Method: DFT, ωB97M-V/def2-TZVPD

Last column: Löwdin spin population.
CARTESIAN COORDINATES (ANGSTROEM)
Ru  -0.187980  0.397241  0.064213  0.02
C  -0.982507  -0.714755  2.817923  0.00
N  -1.507245  -0.880361  1.433588  0.00
C  -1.196891  -2.238754  0.918977  0.00
C  0.297231  -2.397618  0.925687  0.02
C  0.950188  -3.534863  1.358510  0.01
C  2.337286  -3.525318  1.441851  0.00
C  3.026821  -2.373777  1.097850  0.00
C  2.309202  -1.278872  0.659947  0.00
N  0.973513  -1.287640  0.566763  0.01
C  -2.984695  -0.701820  1.388819  0.00
C  -3.468408  0.562786  2.053268  0.00
C  -4.710282  0.605121  2.668400  0.00
C  -5.122279  1.800576  3.241414  0.00
C  -4.270275  2.892368  3.196707  0.00
C  -3.036319  2.742519  2.582359  0.00
N  -2.636838  1.602775  2.015339  0.00
C  0.081870  0.357652  2.996048  0.00
C  0.569035  0.598010  4.269805  0.00
C  1.538927  1.565020  4.464622  0.00
C  2.009172  2.277048  3.369994  0.00
C  1.485627  1.988849  2.129992  0.00
N  0.542690  1.050049  1.941303  -0.01
H  -0.578677  -1.664190  3.174292  0.00
H  -1.812012  -0.463389  3.477212  0.00
H  -1.582237  -2.314005  -0.101549  0.00
H  -1.686003  -3.008396  1.522605  0.00
H  0.380650  -4.408597  1.647036  0.00
H  2.868938  -4.402467  1.787484  0.00
H  4.104049  -2.318747  1.169162  0.00
H  2.804409  -0.353688  0.391511  0.00
H  -3.463443  -1.564535  1.865422  0.00
H  -3.272774  -0.734297  0.334169  0.00
H  -5.344707  -0.272135  2.699575  0.00
H  -6.087842  1.872362  3.724741  0.00
H  -4.546826  3.839023  3.639686  0.00
H  -2.335951  3.570318  2.545128  0.00
H  0.180439  0.028529  5.104948  0.00
H  1.924592  1.761383  5.456397  0.00
H  2.765679  3.041802  3.473359  0.00
H  1.829840  2.513990  1.249399  0.00
C  -2.117002  -4.176552  -7.207184  0.00
C  -0.841815  -4.417779  -6.405043  0.00
C  -1.058907  -4.309499  -4.895474  0.00
C  -1.139793  -2.887167  -4.344193  0.00
N  0.112164  -2.112978  -4.484552  0.05
C  1.029805  -1.926658  -3.486290  0.01
Se  1.399389  -3.243746  -2.259817  0.62
N  1.942809  -1.010781  -3.934671  0.03
C  3.026072  -0.427884  -3.118538  0.00
C  4.337939  -1.209507  -3.164452  0.00
C  4.937207  -1.358923  -4.564728  0.00
C  5.674398  -0.106340  -5.031271  0.00
C  1.588162  -0.597179  -5.186280  0.06
C  2.155182  0.355007  -6.040174  0.00
C  1.516955  0.559698  -7.234877  0.05
C  0.326170  -0.136205  -7.582062  0.04
C  -0.245782  -1.056570  -6.746131  0.01
C  0.413801  -1.293499  -5.532635  0.06
H  -1.923599  -4.206686  -8.278569  0.00
H  -2.580479  -3.210526  -6.980950  0.00
H  -2.860103  -4.942756  -6.984212  0.00
H  -0.048874  -3.734782  -6.724511  0.00
H  -0.460261  -5.414682  -6.626395  0.00
H  -0.289121  -4.853539  -4.345667  0.00
H  -2.012088  -4.781286  -4.640491  0.00
H  -1.366406  -2.918472  -3.279546  0.00
H  -1.919316  -2.305115  -4.836808  0.00
H  2.643194  -0.379857  -2.098323  0.00
H  3.164352  0.595125  -3.467074  0.00
H  4.183502  -2.180687  -2.694218  0.00
H  5.045449  -0.659383  -2.537011  0.00
H  4.157130  -1.638582  -5.280393  0.00
H  5.631552  -2.199464  -4.555470  0.00
H  5.048480  0.790043  -4.988705  0.00
H  6.025277  -0.212849  -6.056700  0.00
H  6.544988  0.083071  -4.402414  0.00
H  3.058289  0.888980  -5.783729  0.00
H  1.923899  1.273554  -7.938416  0.00
H  -0.137610  0.073853  -8.536335  0.00
H  -1.150335  -1.581977  -7.016614  0.00
O  -0.916228  0.187668  -2.971334  -0.01
C  -0.311259  -0.209991  -2.107552  -0.01
N  -5.363326  2.228999  -1.568264  0.00
C  -4.545411  3.220269  -2.003607  0.00
O  -4.888435  4.094317  -2.760594  0.00
C  -3.111213  3.202148  -1.513832  0.00
C  -2.370005  4.366712  -1.686940  0.00
C  -1.052993  4.397601  -1.263294  0.00
C  -0.510676  3.257827  -0.704880  0.00
N  -1.206861  2.119246  -0.560640  0.00
C  -2.489389  2.106332  -0.954686  0.00
H  -6.327268  2.270659  -1.861666  0.00
H  -5.131980  1.629257  -0.798526  0.00
H  -2.850737  5.221859  -2.145480  0.00
H  -0.449063  5.288664  -1.360034  0.00
H  0.515160  3.248112  -0.361994  0.00
H  -3.013060  1.168506  -0.825510  0.00

Forces on atoms 1 to 6 (eV/Å):
Ru 1.41 -1.40 1.05
C 0.22 0.41 0.11
N 0.49 0.74 -1.15
C 0.24 0.05 -0.07
C 0.14 0.17 0.04
C 0.05 -0.07 -0.01

Results
Molar mass, g mol⁻¹: 850.89
<S²>: 0.86
HOMO (spin up / spin down), eV: -16.345 / -16.433
Frontier orbital gap (spin up / spin down), eV: 7.30 / 5.96
Total charge: +3
Energy above the lowest of the compared OMol25 structures with the same formula, charge and spin, eV: 1.138
Spin multiplicity: 2